ORCA calculation (wB97M-V/def2-TZVPD) on 8 unconnected molecules or ions with the total composition C24H38Cl14O3 in a non-equilibrium geometry.

Values from the calculation:
LUMO level in eV: -0.4
Kohn-Sham gap in eV: 8.1
HOMO level in eV: -8.47

Each line ends with the Löwdin charge.
Geometry (Å):
C 2.24864 0.04539 -0.19390  -0.20
C 1.61584 0.75648 -0.92982  -0.17
C 1.05488 1.60131 -2.03390  -0.23
C -0.27257 2.22268 -1.52615  -0.18
C -1.41707 1.16981 -1.66796  -0.13
C -2.65005 1.47538 -0.83313  -0.05
C -3.78596 0.74683 -0.84103  -0.10
C -4.10475 -0.60851 -1.44619  -0.02
C -4.82701 1.68614 -0.22354  -0.39
O -5.85022 1.94172 -0.77520  0.15
O -4.19826 2.53087 0.67851  0.11
C -2.85836 2.48487 0.26985  -0.34
O -2.04418 2.82891 1.07842  0.13
H 2.90520 -0.59951 0.34458  -0.01
H 0.92694 0.94642 -2.91824  0.00
H 1.79024 2.37533 -2.29031  0.12
H -0.23114 2.50201 -0.46607  0.10
H -0.48220 3.12883 -2.11493  0.12
H -1.77172 1.33839 -2.69651  0.09
H -1.08977 0.12585 -1.62853  0.12
H -4.78078 -0.59179 -2.30209  0.08
H -4.50738 -1.19731 -0.61573  0.06
H -3.14177 -1.08927 -1.66643  0.08
Cl 4.71564 0.28659 -1.08319  0.66
C 6.16078 -0.66182 -1.52327  -0.68
C 6.21786 -0.96216 -3.00054  -0.66
Cl 4.93854 -2.09775 -3.51205  0.53
H 6.15550 -1.57208 -0.92837  0.06
H 7.02593 -0.07176 -1.23440  0.00
H 7.17114 -1.42973 -3.24459  0.07
H 6.11956 -0.05634 -3.59488  0.07
Cl -1.08454 -1.63350 1.97893  0.54
C -0.76881 -0.47663 3.30113  -0.66
C -0.14592 0.80088 2.79911  -0.63
Cl 1.51473 0.54952 2.19867  0.67
H -0.13450 -0.96873 4.03539  0.07
H -1.72734 -0.26003 3.76868  0.03
H -0.08747 1.52493 3.60698  0.03
H -0.72873 1.24072 1.99049  0.04
Cl -6.84295 -3.41565 -2.62850  0.54
C -8.39034 -2.63257 -2.21594  -0.66
C -8.21725 -1.16881 -1.89841  -0.64
Cl -7.32781 -0.91249 -0.37839  0.60
H -8.82917 -3.17262 -1.38021  0.07
H -9.04385 -2.74659 -3.07990  0.07
H -9.19239 -0.69892 -1.77772  0.07
H -7.68470 -0.64824 -2.69184  0.07
Cl 5.65575 0.77822 2.46200  0.54
C 7.36325 0.80097 2.96229  -0.66
C 8.29864 0.88071 1.78125  -0.63
Cl 8.28758 -0.61693 0.81221  0.60
H 7.55208 -0.08708 3.56314  0.05
H 7.49519 1.67753 3.59555  0.07
H 9.32168 1.02399 2.12674  0.07
H 8.04078 1.70994 1.12583  0.07
Cl -0.12575 0.69878 -4.80494  0.66
C 0.63941 -0.60367 -5.75619  -0.62
C -0.06387 -0.83915 -7.06929  -0.67
Cl -1.68784 -1.53708 -6.84624  0.54
H 0.65320 -1.50191 -5.14324  0.08
H 1.66898 -0.29833 -5.93837  0.08
H 0.50689 -1.54744 -7.66843  0.07
H -0.16840 0.08289 -7.63662  0.07
Cl -5.44988 1.10264 5.73740  0.54
C -5.01648 2.41501 4.61059  -0.65
C -3.71176 2.15188 3.90405  -0.65
Cl -2.31515 2.23007 5.01413  0.60
H -4.98391 3.34490 5.17354  0.07
H -5.82067 2.48373 3.87928  0.07
H -3.54713 2.90711 3.13657  0.06
H -3.70756 1.17393 3.42525  0.07
Cl 2.87719 -4.60800 3.13541  0.54
C 3.22479 -3.45655 4.44968  -0.66
C 3.84840 -2.18153 3.94007  -0.67
Cl 5.49845 -2.44044 3.31835  0.53
H 3.86827 -3.95431 5.17175  0.07
H 2.27474 -3.23200 4.93354  0.07
H 3.92602 -1.45852 4.75147  0.08
H 3.25465 -1.73644 3.14429  0.03

Force components x, y, z for each atom (eV/Å):
C -0.5 -0.1 -1.1
C 0.5 0.0 -1.1
C 0.2 -0.6 1.6
C -0.1 -0.7 -0.2
C -0.4 1.8 -0.6
C -0.6 -0.8 -0.1
C -0.5 0.6 0.2
C 1.1 0.5 1.1
C 0.6 -0.1 -2.2
O -0.6 -0.2 1.1
O 0.0 0.0 -1.1
C 0.8 -1.8 2.0
O 0.2 1.0 -0.8
H -0.5 0.1 0.1
H 0.1 0.7 0.9
H -0.2 -0.1 0.1
H 0.5 0.1 -0.4
H -0.3 -0.3 0.2
H 0.0 -0.5 0.1
H 0.0 0.2 0.5
H 0.1 0.0 0.2
H -0.4 0.0 -0.4
H -0.3 0.1 -0.4
Cl 0.9 -0.1 -0.5
C 0.0 0.2 -0.2
C 0.1 0.1 0.0
Cl 0.0 0.0 0.0
H -0.1 0.0 0.0
H -0.1 0.0 -0.2
H 0.0 0.0 0.0
H -0.1 0.0 0.0
Cl 0.0 0.0 -0.1
C 0.0 0.1 0.1
C 0.0 0.0 0.1
Cl -0.4 0.2 1.4
H 0.0 0.0 -0.1
H 0.0 0.0 0.0
H 0.0 0.0 0.0
H 0.1 -0.1 0.0
Cl 0.0 0.0 0.0
C -0.1 0.0 0.0
C -0.1 0.1 -0.1
Cl -0.2 -0.1 0.1
H 0.1 0.0 0.0
H 0.0 0.1 0.0
H 0.0 -0.1 0.0
H 0.1 0.0 0.0
Cl 0.0 0.2 0.0
C 0.0 0.0 0.1
C 0.1 0.1 0.1
Cl 0.3 0.0 0.3
H -0.1 -0.1 -0.1
H 0.0 0.0 -0.1
H 0.0 -0.1 0.0
H -0.1 -0.1 0.0
Cl -0.4 -0.2 -0.8
C 0.2 -0.1 -0.1
C 0.1 0.0 -0.1
Cl 0.0 0.0 0.0
H -0.1 0.0 0.0
H 0.0 0.0 0.0
H 0.0 0.0 0.1
H -0.1 0.0 0.1
Cl 0.0 0.0 0.0
C 0.0 0.1 -0.1
C 0.0 0.2 -0.2
Cl -0.1 0.0 0.1
H 0.1 -0.1 0.0
H 0.1 0.0 0.0
H 0.0 0.0 0.1
H 0.0 0.0 0.1
Cl 0.0 0.0 0.0
C 0.0 0.0 0.1
C -0.1 0.1 0.0
Cl 0.1 -0.3 0.0
H 0.0 0.0 -0.1
H 0.0 0.0 -0.1
H 0.0 0.0 0.0
H 0.0 -0.1 0.0

ORCA calculation (wB97M-V/def2-TZVPD) on a molecular structure, C24H38Cl3GeO3PS2TeV in a non-equilibrium geometry.

Values from the calculation:
LUMO level (alpha / beta) in eV: -9.9 / -10.1
Kohn-Sham gap (alpha / beta) in eV: 4.9 / 4.8
HOMO level (alpha / beta) in eV: -14.85 / -14.83
Spin multiplicity: 2
Charge: +2
ΔE to the lowest compared entry with this formula, charge and spin in kcal/mol: 33.1
⟨S²⟩: 0.91

Each line ends with the Löwdin charge.
Geometry (Å):
V -1.45733 -2.20957 -1.16711  -0.11
Cl -2.84915 -3.66959 -2.75331  0.11
Ge -1.62750 -5.55761 -2.10013  0.75
Cl -3.43073 -1.79663 -0.18801  0.04
Cl -1.21691 -4.28290 -0.04003  0.20
C 2.71685 -3.25453 3.05554  -0.18
C 2.62243 -3.78589 1.62662  -0.17
C 2.09508 -2.69478 0.67351  -0.19
C 1.14778 -1.73798 1.42877  -0.42
C 0.35391 -2.51093 2.49017  -0.21
C 1.31495 -2.94182 3.61066  -0.17
P 0.10480 -0.72141 0.32217  1.10
C 1.19423 0.26246 -0.81863  -0.43
C 2.08200 -0.48808 -1.82218  -0.20
C 2.34896 0.44386 -3.01333  -0.17
C 2.55231 1.90133 -2.55357  -0.19
C 3.08782 1.93212 -1.12606  -0.17
C 2.07686 1.32789 -0.12900  -0.18
C -0.67938 0.62985 1.33714  -0.40
C 0.26552 1.23948 2.42003  -0.19
C -0.16395 0.89483 3.84348  -0.18
C -1.55732 1.45553 4.15908  -0.17
C -2.45349 1.45862 2.90985  -0.18
C -2.06580 0.34204 1.94236  -0.25
H 3.33668 -2.35259 3.05652  0.12
H 3.22408 -3.96782 3.70355  0.12
H 1.95803 -4.65462 1.60703  0.12
H 3.59316 -4.13219 1.27344  0.12
H 1.58020 -3.15901 -0.17092  0.08
H 2.93085 -2.12920 0.26086  0.11
H 1.75680 -0.99322 1.95259  0.11
H -0.08794 -3.39190 2.02834  0.04
H -0.47477 -1.92996 2.89744  0.09
H 0.90193 -3.82459 4.10059  0.12
H 1.37802 -2.16289 4.37316  0.11
H 0.43810 0.81044 -1.39975  0.05
H 1.66032 -1.43333 -2.16479  0.07
H 3.02441 -0.73449 -1.32907  0.11
H 1.51348 0.38292 -3.71895  0.10
H 3.22738 0.08768 -3.55136  0.12
H 1.60862 2.45764 -2.59680  0.11
H 3.23633 2.41674 -3.22621  0.12
H 3.32647 2.94974 -0.81796  0.12
H 4.02600 1.37469 -1.08918  0.12
H 1.45315 2.12039 0.28431  0.10
H 2.62642 0.88328 0.70374  0.11
H -0.82498 1.40452 0.57138  0.10
H 0.23906 2.32719 2.30627  0.13
H 1.30326 0.95927 2.26978  0.08
H 0.57311 1.29515 4.53971  0.12
H -0.15031 -0.18882 3.98679  0.09
H -1.47317 2.47023 4.54924  0.12
H -2.02020 0.86008 4.94655  0.12
H -2.37065 2.41843 2.38556  0.12
H -3.50090 1.35483 3.19329  0.12
H -2.81471 0.27032 1.15152  -0.01
H -2.09198 -0.62466 2.45184  0.11
Te -3.43168 0.93332 -1.67016  1.43
C -3.28909 2.73858 -2.62125  -0.56
C -4.14789 3.72390 -2.09191  -0.13
C -4.10734 4.99989 -2.60914  -0.03
C -3.23561 5.28642 -3.65848  0.02
C -2.39731 4.29960 -4.19645  -0.02
C -2.41699 3.02460 -3.68286  -0.11
H -4.83653 3.49090 -1.28674  0.11
H -4.75429 5.76820 -2.20896  0.13
H -3.20978 6.28615 -4.07255  0.13
H -1.73900 4.54082 -5.01950  0.13
H -1.77778 2.25528 -4.09573  0.09
O 1.55272 -3.39852 -3.97977  -0.32
S 0.16500 -3.62479 -3.75939  0.90
O -0.17938 -2.58046 -2.16432  -0.73
O -0.05780 -4.94372 -2.99448  -0.69
S -1.70544 -0.20069 -2.52484  0.26

Force components x, y, z for each atom (eV/Å):
V 1.2 -0.5 0.1
Cl -0.2 0.2 -0.2
Ge -0.3 -0.5 0.3
Cl -0.4 0.0 0.2
Cl 0.1 0.0 0.1
C 0.0 0.0 0.0
C 0.0 0.0 0.0
C 0.0 0.0 0.1
C 0.0 0.0 0.0
C 0.0 0.0 0.0
C 0.0 -0.1 -0.1
P 0.0 -0.1 0.0
C 0.0 0.0 0.0
C -0.1 -0.1 0.0
C 0.0 0.0 0.0
C 0.0 0.0 0.0
C 0.0 0.0 0.0
C 0.0 0.0 -0.1
C 0.0 0.0 0.0
C -0.1 0.0 0.1
C -0.1 0.0 0.0
C 0.0 0.0 -0.1
C 0.1 0.0 0.0
C 0.0 0.0 0.0
H 0.0 0.0 0.0
H 0.0 0.0 0.0
H 0.0 0.0 0.0
H 0.0 0.0 0.0
H 0.0 0.0 0.0
H 0.0 0.0 0.0
H 0.0 0.0 0.0
H 0.0 0.0 0.0
H 0.0 0.0 0.0
H 0.0 0.0 0.0
H 0.0 0.0 0.0
H 0.0 0.0 0.0
H 0.1 0.2 0.1
H 0.0 0.0 0.0
H 0.0 0.0 0.0
H 0.0 0.0 0.0
H 0.0 0.0 0.0
H 0.0 0.0 0.0
H 0.0 0.0 0.0
H 0.0 0.0 0.0
H 0.0 0.0 0.0
H 0.0 0.0 0.0
H 0.0 0.0 0.0
H 0.0 0.0 0.0
H 0.0 0.0 0.0
H 0.0 0.0 0.0
H 0.0 0.0 0.0
H 0.0 0.0 0.0
H 0.0 0.0 0.0
H 0.0 0.0 0.0
H 0.0 0.0 0.0
H 0.1 0.0 0.1
H 0.0 0.0 0.0
Te 0.0 0.2 0.0
C 0.0 -0.3 0.1
C -0.1 -0.1 0.1
C 0.0 0.1 -0.1
C 0.0 -0.1 0.0
C 0.0 0.0 0.0
C 0.1 0.0 -0.1
H 0.0 0.0 0.0
H 0.0 0.0 0.0
H 0.0 0.0 0.0
H 0.0 0.0 0.0
H 0.0 0.0 0.0
O -0.3 -0.1 0.1
S 0.5 -0.5 0.1
O -0.6 0.4 0.1
O 0.4 0.6 -0.4
S -0.2 0.6 -0.2

ORCA calculation (wB97M-V/def2-TZVPD) on 7 unconnected molecules or ions with the total composition C24H38Cl4O15 in a non-equilibrium geometry.

Values from the calculation:
LUMO level in eV: 0.1
Kohn-Sham gap in eV: 10.6
HOMO level in eV: -10.46
ΔE to the lowest compared entry with this formula, charge and spin in kcal/mol: 30.4

Each line ends with the Löwdin charge.
Geometry (Å):
C -4.74889 -3.74141 0.34493  -0.03
C -4.09467 -2.85922 1.38131  -0.27
C -2.77203 -2.08806 0.98607  -0.10
O -3.23954 -0.71825 0.78341  0.01
C -4.62595 -0.66948 1.05332  -0.50
O -5.32759 0.32803 0.86082  0.11
O -5.07078 -1.82574 1.48085  0.08
H -4.39920 -4.77033 0.42948  0.08
H -4.66329 -3.35361 -0.67015  0.10
H -5.83437 -3.80470 0.42132  0.09
H -3.94161 -3.36693 2.33362  0.15
H -2.24311 -2.55219 0.15365  0.09
H -2.06545 -2.04765 1.81506  0.10
C 1.49284 -1.42540 4.22981  0.01
C 1.06943 0.02492 3.78118  -0.29
C -0.28205 0.13759 3.10390  -0.12
O -0.83274 1.32731 3.66790  0.05
C -0.07240 1.60713 4.79575  -0.58
O -0.40872 2.41640 5.62766  0.14
O 0.89870 0.80349 4.91224  0.13
H 0.69645 -1.93750 4.76982  0.09
H 2.43419 -1.55399 4.76407  0.08
H 1.55032 -2.07522 3.35659  0.06
H 1.80341 0.57412 3.19147  0.16
H -0.95046 -0.69254 3.33237  0.13
H -0.24255 0.32288 2.03050  0.07
C -0.14284 -6.74117 -0.33154  -0.01
C 0.85555 -5.95891 0.52713  -0.30
C 0.70656 -4.40361 0.51770  -0.13
O 0.81775 -4.07298 1.86198  0.02
C 0.60890 -5.15783 2.66381  -0.50
O 0.49293 -5.06414 3.87810  0.13
O 0.68065 -6.27713 1.90611  0.08
H -1.12314 -6.29166 -0.17330  0.08
H -0.04769 -7.77657 -0.00445  0.09
H 0.06879 -6.57590 -1.38795  0.09
H 1.90212 -6.16627 0.30396  0.15
H -0.32044 -4.17511 0.23281  0.11
H 1.42406 -3.79610 -0.03387  0.12
C -3.12786 2.36341 -1.16079  0.00
C -2.78812 3.44446 -0.16016  -0.30
C -2.38609 2.95243 1.20404  -0.07
O -1.15334 3.68355 1.38835  0.07
C -0.80532 4.35861 0.27226  -0.60
O 0.20881 5.03108 0.19035  0.12
O -1.65140 4.13235 -0.65752  0.12
H -3.11081 2.72825 -2.18777  0.08
H -4.10304 1.90775 -0.98910  0.08
H -2.44122 1.51692 -1.15154  0.07
H -3.62054 4.12916 0.00218  0.16
H -2.21158 1.88656 1.05722  0.11
H -3.16869 3.16476 1.93243  0.15
C 2.28782 3.99245 -2.49247  -0.08
C 0.94279 4.00708 -3.26309  -0.30
C 0.97533 4.11196 -4.77566  -0.10
O 0.02959 3.15264 -5.17649  0.07
C -0.41650 2.48432 -4.03361  -0.50
O -1.28189 1.57571 -3.99471  0.09
O 0.31696 2.78333 -3.01732  0.07
H 2.81881 4.94081 -2.57475  0.07
H 2.84838 3.14097 -2.87829  0.05
H 2.20181 3.85226 -1.41495  0.06
H 0.17767 4.68533 -2.88537  0.15
H 1.97184 3.89570 -5.16076  0.13
H 0.66119 5.08588 -5.15103  0.14
Cl 5.13355 0.50042 -2.83867  0.61
C 5.82581 1.20969 -1.38694  -0.65
C 6.26138 2.64907 -1.70861  -0.61
Cl 4.96668 3.83215 -1.32404  0.62
H 6.68843 0.59791 -1.12292  0.07
H 5.16460 1.15622 -0.52205  0.07
H 6.40130 2.79065 -2.78028  0.05
H 7.16360 2.99848 -1.20661  0.07
Cl 1.85854 -1.44170 -3.08623  0.54
C 1.80653 -0.04962 -1.96091  -0.69
C 0.46969 0.18061 -1.30839  -0.63
Cl 0.19576 -1.08918 -0.12123  0.69
H 2.17525 0.81904 -2.50640  0.03
H 2.59437 -0.18652 -1.22019  0.05
H -0.37812 0.30952 -1.98121  0.06
H 0.44465 1.11291 -0.74422  0.07

Force components x, y, z for each atom (eV/Å):
C 0.2 -1.1 -0.6
C 0.2 0.2 -0.9
C -1.2 0.1 1.0
O -1.4 -0.9 -0.1
C -0.2 3.1 -1.2
O 2.3 -2.6 0.7
O -0.1 0.6 1.2
H 0.3 0.0 -0.4
H 0.7 0.0 -0.1
H 0.0 0.2 0.8
H -0.4 0.1 0.1
H -0.4 0.5 -0.4
H -0.1 -0.1 0.1
C -0.6 0.3 -1.3
C 1.0 -2.2 -0.5
C -0.6 0.3 -0.6
O 0.8 0.2 0.9
C -4.3 2.6 1.1
O 0.5 -0.5 -1.2
O 2.4 -0.9 1.8
H -0.1 0.5 0.5
H -0.1 0.6 0.0
H 0.3 0.2 -0.4
H 0.4 -0.6 -0.3
H 0.0 -0.2 0.0
H 0.2 -0.4 0.1
C 0.8 1.0 0.6
C 0.6 1.0 -0.8
C -0.8 -1.0 -0.5
O -0.1 0.3 1.8
C 0.7 0.7 1.9
O 0.0 -0.6 -3.0
O -0.7 0.2 1.0
H -0.2 -0.5 0.3
H -0.5 0.0 -0.5
H 0.2 -0.4 0.0
H 0.0 -0.5 -0.2
H 0.0 0.3 -0.5
H -0.1 -0.4 -0.2
C -0.4 -0.4 -0.4
C -1.5 -0.6 -0.8
C 0.7 -0.1 -1.1
O -0.1 -0.2 1.3
C 3.0 0.8 2.1
O -1.5 -1.0 -0.1
O -1.3 0.5 -2.3
H -0.1 0.2 0.1
H -0.1 0.2 0.2
H 0.4 0.2 0.3
H 0.1 0.4 -0.7
H 0.3 -0.1 0.9
H 0.6 0.0 0.3
C -1.1 0.3 -0.6
C 0.9 1.7 1.7
C 0.8 0.5 0.1
O -1.6 -1.3 1.0
C -2.7 -4.2 -2.2
O 2.7 3.4 -0.7
O 0.2 -1.0 1.2
H 0.1 -0.2 -0.5
H 0.3 0.3 -0.2
H -0.6 -0.1 -0.1
H 0.6 0.8 0.3
H 0.0 -0.3 -0.2
H 0.1 0.0 0.2
Cl -0.6 -0.4 -0.2
C 1.1 0.7 0.3
C -0.2 0.3 -0.1
Cl 0.5 -0.1 0.4
H 0.1 0.1 -0.2
H -0.3 0.1 -0.3
H 0.2 -0.3 0.1
H -0.1 -0.3 0.2
Cl -0.2 0.2 0.3
C 0.7 0.6 -0.2
C 0.0 0.8 -0.2
Cl -0.4 -0.7 0.3
H -0.5 0.0 -0.3
H -0.2 -0.4 0.2
H 0.1 -0.6 -0.3
H 0.5 0.1 0.0

What is the formula in the first record? C24H38Cl14O3